(1)
6
Properties=species:S:1:pos:R:3:lowdin_charge:R:1 method="wB97M-V/def2-TZVPD" de_lowest_kcal_mol=28.1 gap_ev=8.37 e_homo_ev=-9.58
Cl 1.74 1.42 -0.62 0.568
Cl 3.48 -0.55 0.57 0.559
S 0.38 -0.54 0.94 0.616
F 1.58 -1.02 -1.95 -0.280
C 1.84 0.09 0.46 -1.650
H 1.46 -0.02 -2.44 0.187

=====

(2)
64
Properties=species:S:1:pos:R:3:lowdin_charge:R:1 method="wB97M-V/def2-TZVPD" de_lowest_kcal_mol=0.0 gap_ev=7.95 e_homo_ev=-7.82
Ca 0.55 1.11 0.55 1.178
S -2.68 2.31 0.37 0.882
P 1.24 -1.34 -1.04 1.051
O 2.52 2.06 0.97 -0.331
N 3.70 1.65 1.25 -0.012
N -0.96 0.89 2.61 -0.168
N 6.19 -0.39 2.47 0.152
N 0.00 3.31 1.58 -0.175
N 1.60 -0.57 2.41 0.159
C 2.69 -0.25 2.24 -0.153
C -2.40 0.74 2.70 -0.263
C 3.04 -2.91 -2.43 -0.107
C 2.58 -4.98 -3.55 -0.090
C -3.21 1.87 2.06 -0.442
C -0.36 1.86 3.53 -0.195
C -2.63 -2.84 1.04 -0.100
C 0.83 -3.85 -2.34 -0.086
C -1.61 -1.54 -0.71 -0.084
C -0.41 1.94 -2.63 -0.172
C -0.09 0.46 -4.50 -0.102
C 1.71 -2.83 -1.99 -0.381
C -0.34 -1.89 -0.25 -0.406
C 0.19 1.06 -1.73 -0.313
C -2.74 -2.02 -0.07 -0.088
C -0.66 4.29 0.73 -0.259
C -1.37 -3.19 1.51 -0.084
C 1.26 -4.91 -3.12 -0.082
C -0.24 -2.71 0.87 -0.127
C 5.15 0.04 2.19 -0.191
C -0.40 3.29 2.99 -0.183
C 3.85 0.50 1.88 -0.314
C 0.59 -0.17 -2.29 -0.475
C -2.17 4.05 0.57 -0.450
C 0.47 -0.48 -3.65 -0.099
C 3.46 -3.97 -3.21 -0.085
C -0.55 1.66 -3.99 -0.109
H -0.54 -0.02 2.79 0.067
H 0.24 3.93 3.61 0.127
H -2.66 -0.19 2.20 0.098
H -2.74 4.46 1.40 0.068
H -1.41 3.69 3.07 0.096
H -4.25 1.55 1.99 0.072
H 0.69 1.58 3.66 0.104
H -3.52 -3.22 1.53 0.103
H 1.00 3.43 1.51 0.081
H 0.56 -5.70 -3.38 0.103
H 2.91 -5.81 -4.15 0.101
H -0.20 -3.80 -2.02 0.104
H -0.79 2.90 -2.28 0.063
H 0.75 -2.98 1.24 0.097
H -3.72 -1.75 -0.45 0.107
H 3.73 -2.12 -2.15 0.101
H -2.73 0.66 3.75 0.122
H -2.50 4.55 -0.34 0.071
H 0.81 -1.43 -4.04 0.095
H -0.18 0.24 -5.56 0.096
H -0.53 5.32 1.08 0.123
H -0.19 4.21 -0.26 0.112
H -0.83 1.83 4.52 0.123
H -1.01 2.38 -4.65 0.094
H -1.27 -3.85 2.37 0.104
H -1.71 -0.91 -1.59 0.106
H -3.19 2.78 2.66 0.061
H 4.49 -4.01 -3.54 0.103

=====

(3)
33
Properties=species:S:1:pos:R:3:lowdin_charge:R:1 method="wB97M-V/def2-TZVPD" de_lowest_kcal_mol=0.0 gap_ev=9.76 smiles="C[C@H](CS)C(=O)N[C@@H](B(O)O)c1ccccc1" e_homo_ev=-9.27
S 1.87 3.19 3.04 0.732
O -0.63 -1.81 2.02 0.180
O -2.71 -1.36 1.02 0.180
O 2.08 -1.28 1.13 0.085
N 0.55 -0.05 -0.05 0.123
C -2.17 0.26 -1.51 -0.043
C -3.04 0.42 -2.55 -0.081
C -1.82 -1.19 -3.82 -0.078
C 2.28 1.06 1.32 -0.375
C -0.41 -1.10 -0.34 -0.167
C 1.29 1.68 2.30 -0.580
C -0.94 -1.43 -2.76 -0.009
C -2.87 -0.30 -3.69 -0.097
C -1.19 -0.72 -1.57 -0.196
C 3.56 0.71 2.03 -0.084
C 1.65 -0.21 0.79 -0.458
B -1.34 -1.42 0.93 -0.611
H 4.13 1.58 2.34 0.065
H -0.17 -2.22 -2.80 0.123
H 0.30 -1.65 1.82 0.058
H -1.68 -1.74 -4.73 0.096
H 1.22 0.96 3.12 0.089
H -3.88 1.10 -2.49 0.110
H 0.14 -2.02 -0.58 0.152
H 2.44 1.78 0.52 0.135
H -3.47 -0.09 -4.55 0.096
H 4.18 0.02 1.43 0.094
H 2.03 3.92 1.88 -0.101
H 0.20 0.88 -0.32 0.159
H 0.27 1.81 1.90 0.080
H 3.27 0.15 2.93 0.093
H -2.91 -1.77 1.88 0.117
H -2.23 0.86 -0.63 0.114

=====

(4)
70
Properties=species:S:1:pos:R:3:lowdin_charge:R:1 method="wB97M-V/def2-TZVPD" spin_multiplicity=6 total_charge=+3 de_lowest_kcal_mol=9.8 gap_ev="9.42 / 5.93" s_squared=8.760 e_homo_ev="-17.19 / -17.18"
Br 3.19 0.84 0.59 0.974
Fe -0.01 0.13 -0.44 1.156
N -0.15 -0.28 2.04 -0.162
N -2.27 0.11 0.33 0.048
N 2.04 0.41 -1.86 -0.015
N -2.59 -1.16 -3.86 0.152
N 0.97 -1.83 0.18 0.024
N 0.04 2.29 0.29 0.032
N -1.22 -0.35 -2.37 0.010
C -4.60 0.51 0.05 -0.003
C -0.26 3.03 -0.78 -0.119
C -0.15 4.40 -0.80 -0.005
C 1.31 -2.70 -0.78 -0.108
C -2.40 -2.49 -1.75 0.020
C 1.02 -1.04 2.47 -0.138
C 4.39 0.86 -1.98 -0.056
C 2.04 0.27 -3.20 -0.084
C 2.76 -3.88 0.70 0.018
C -1.34 -1.13 2.17 -0.110
C -2.10 0.00 -4.39 -0.021
C 3.15 0.44 -4.01 -0.217
C 3.05 0.30 -5.49 -0.017
C -3.81 -0.77 1.91 0.030
C 2.38 -3.00 1.70 0.030
C 0.62 4.26 1.46 0.037
C 2.19 -3.74 -0.57 -0.002
C 1.47 -1.99 1.41 -0.292
C 0.70 2.04 2.63 -0.119
C -2.06 -1.35 -2.64 -0.368
C -2.52 -0.57 1.45 -0.274
C 0.33 5.02 0.35 0.014
C -4.87 -0.25 1.19 0.011
C 0.45 2.88 1.42 -0.277
C 4.35 0.74 -3.36 0.039
C -0.35 0.95 2.82 -0.138
C -3.28 0.66 -0.34 -0.108
C 3.21 0.69 -1.29 -0.702
C -1.24 0.49 -3.46 -0.159
H 1.85 -0.36 2.70 0.094
H 0.81 -1.59 3.39 0.160
H -0.43 4.97 -1.67 0.129
H 4.03 0.33 -5.96 0.095
H -1.10 -2.12 1.76 0.139
H -3.26 -1.77 -4.31 0.189
H -3.47 -2.54 -1.58 0.104
H -5.39 0.97 -0.52 0.129
H 3.48 -4.65 0.90 0.138
H 5.26 0.88 -3.93 0.142
H 1.08 0.02 -3.64 0.092
H -2.10 -3.44 -2.19 0.105
H -1.33 1.35 2.56 0.137
H 2.46 1.12 -5.90 0.100
H -0.65 1.39 -3.52 0.102
H 2.43 -4.43 -1.36 0.130
H -3.98 -1.33 2.82 0.138
H -3.03 1.23 -1.23 0.113
H -1.59 -1.27 3.23 0.154
H 0.69 2.68 3.51 0.142
H -1.89 -2.37 -0.79 0.055
H 0.46 6.10 0.37 0.137
H 5.31 1.08 -1.46 0.124
H -5.89 -0.41 1.51 0.136
H -2.37 0.36 -5.37 0.140
H 0.98 4.72 2.37 0.139
H 1.70 1.62 2.58 0.050
H 2.78 -3.08 2.70 0.142
H 2.55 -0.62 -5.77 0.096
H -0.64 2.49 -1.65 0.085
H -0.38 0.70 3.89 0.154
H 0.85 -2.55 -1.75 0.111

=====

(5)
70
Properties=species:S:1:pos:R:3:lowdin_charge:R:1 method="wB97M-V/def2-TZVPD" de_lowest_kcal_mol=134.2 gap_ev=8.21 smiles="CC1(C)CCCC(C)(C)N1O.NC(N)=O.NC(N)=O.NC(N)=O.NC(N)=O.NC(N)=O" e_homo_ev=-7.97
O -8.20 3.46 0.01 -0.026
O 6.63 -0.96 5.58 -0.027
O 4.47 6.13 1.36 0.011
O 9.94 -8.28 4.34 0.003
O 4.37 -4.57 -5.04 0.073
O 1.86 -1.68 1.64 0.004
N 7.23 -0.44 7.69 0.149
N -7.44 2.79 -0.96 -0.127
N 1.38 -3.19 0.11 0.132
N 3.12 4.39 1.93 0.156
N 9.37 -6.95 2.61 0.175
N 4.01 -3.22 -6.73 0.162
N 3.16 -3.51 1.07 0.147
N 5.11 3.97 1.19 0.141
N 7.87 -7.71 4.05 0.148
N 5.19 -5.00 -7.00 0.158
N 5.26 0.04 7.12 0.158
C -5.51 1.68 -1.71 -0.132
C -5.79 2.14 -3.13 -0.187
C 4.45 -4.31 -6.19 -0.851
C 4.24 4.93 1.53 -0.750
C -6.05 2.68 -0.59 -0.435
C -9.48 2.54 -2.45 -0.057
C 2.07 -2.81 1.13 -0.755
C -5.91 2.02 0.86 -0.009
C -5.30 4.11 -0.60 -0.008
C -8.09 3.03 -2.34 -0.488
C 9.13 -7.63 3.68 -0.790
C -7.93 4.49 -2.69 -0.039
C -7.33 2.17 -3.35 -0.147
C 6.33 -0.51 6.73 -0.756
H -9.87 2.78 -3.44 0.091
H -9.58 1.46 -2.43 0.085
H -6.89 4.73 -2.91 0.069
H -7.53 2.50 -4.37 0.122
H -8.16 5.28 -1.97 0.086
H -4.89 2.24 1.19 0.069
H 5.60 -5.89 -6.78 0.120
H -7.63 1.13 -3.39 0.112
H -5.41 3.10 -3.47 0.095
H 7.65 -8.39 4.77 0.122
H -4.45 1.48 -1.54 0.114
H 3.23 3.39 1.84 0.098
H 3.45 -4.17 0.35 0.120
H 5.97 4.30 0.79 0.118
H 6.84 -0.06 8.53 0.104
H 4.56 -0.15 6.41 0.126
H 1.69 -3.77 -0.66 0.116
H -4.61 4.17 0.24 0.063
H -6.68 2.08 1.64 0.072
H -10.27 2.92 -1.80 0.087
H 5.41 -4.69 -7.94 0.106
H 0.70 -2.47 -0.09 0.118
H -6.09 4.81 -0.32 0.067
H 10.34 -6.84 2.35 0.130
H -5.95 0.69 -1.67 0.112
H 4.21 -2.95 -7.68 0.112
H -8.50 2.72 0.56 0.094
H 7.26 -6.98 3.70 0.102
H 4.83 3.02 1.39 0.100
H 4.83 0.09 8.03 0.124
H 8.58 -6.36 2.37 0.112
H 2.25 4.87 1.76 0.126
H -8.46 4.85 -3.57 0.085
H 3.56 -2.60 -6.07 0.121
H -4.96 4.34 -1.61 0.062
H -5.33 1.49 -3.87 0.107
H -5.79 0.96 0.64 0.062
H 8.16 -0.84 7.56 0.121
H 3.81 -3.02 1.65 0.119

=====

What did the first record say?
6
Properties=species:S:1:pos:R:3:lowdin_charge:R:1 method="wB97M-V/def2-TZVPD" de_lowest_kcal_mol=28.1 gap_ev=8.37 e_homo_ev=-9.58
Cl 1.74 1.42 -0.62 0.568
Cl 3.48 -0.55 0.57 0.559
S 0.38 -0.54 0.94 0.616
F 1.58 -1.02 -1.95 -0.280
C 1.84 0.09 0.46 -1.650
H 1.46 -0.02 -2.44 0.187